This record from the Open Molecules 2025 dataset describes 4 unconnected molecules or ions with the total composition C39H81O14P4 at a distorted geometry. The level of theory is ωB97M-V/def2-TZVPD.

Summary:
Charge: -1
DFT total energy in eV: -107564.9588
Orbital gap in eV: 3.4
Energy relative to the best compared isomer or geometry (same formula, charge and spin) in kcal per mole: 175.76

Element x y z (Å)
C  3.527  6.327  -2.231
C  3.483  5.294  -3.225
C  3.165  3.822  -2.830
P  3.502  2.451  -4.090
C  4.365  1.276  -2.820
C  4.052  1.060  -1.511
C  2.614  3.358  -5.552
C  1.282  4.120  -5.250
O  0.425  4.008  -6.436
C  -0.074  5.273  -6.845
C  -0.681  5.089  -8.318
C  1.894  1.440  -3.649
O  2.186  0.010  -3.793
C  1.321  -0.783  -2.991
C  -0.221  -0.436  -3.076
C  -0.682  0.239  -1.702
C  5.236  3.161  -4.647
C  6.392  3.079  -3.621
C  6.608  4.016  -2.504
C  7.745  3.938  -1.582
C  8.773  2.912  -1.712
C  8.588  1.953  -2.814
C  7.452  2.033  -3.750
C  7.449  0.926  -4.860
H  4.466  6.476  -1.632
H  2.658  7.017  -2.092
H  3.659  5.623  -4.290
H  2.060  3.810  -2.577
H  3.675  3.716  -1.822
H  3.747  1.373  -5.063
H  5.170  0.603  -3.240
H  4.765  0.557  -0.799
H  3.043  1.296  -1.069
H  3.283  4.070  -6.119
H  2.350  2.567  -6.318
H  0.709  3.803  -4.343
H  1.464  5.231  -5.131
H  0.702  6.077  -6.936
H  -0.924  5.621  -6.193
H  -0.769  4.006  -8.574
H  -1.695  5.566  -8.322
H  -0.039  5.631  -9.071
H  1.510  1.667  -2.617
H  1.055  1.591  -4.380
H  1.425  -1.853  -3.351
H  1.703  -0.772  -1.930
H  -0.509  0.162  -3.977
H  -0.802  -1.403  -3.144
H  0.238  0.549  -1.136
H  -1.199  -0.543  -1.074
H  -1.309  1.156  -1.845
H  5.196  4.209  -5.041
H  5.576  2.550  -5.535
H  5.912  4.865  -2.329
H  7.868  4.705  -0.773
H  9.637  2.886  -1.008
H  9.363  1.150  -2.908
H  8.538  0.692  -5.060
H  6.995  -0.003  -4.431
H  7.022  1.247  -5.838
O  -3.064  -4.079  -4.377
P  -3.485  -4.838  -5.620
O  -2.931  -6.328  -5.172
C  -3.571  -6.992  -4.090
C  -4.987  -7.407  -4.445
O  -2.218  -4.321  -6.544
C  -1.837  -2.941  -6.509
C  -0.509  -2.798  -5.794
O  -4.189  -5.503  -6.999
C  -3.476  -6.015  -8.123
C  -2.940  -7.417  -7.916
H  -3.563  -6.354  -3.202
H  -2.976  -7.878  -3.863
H  -5.619  -6.531  -4.621
H  -5.430  -7.993  -3.637
H  -5.000  -8.002  -5.359
H  -2.608  -2.331  -6.033
H  -1.740  -2.598  -7.543
H  -0.545  -3.233  -4.795
H  -0.224  -1.748  -5.706
H  0.275  -3.329  -6.338
H  -2.696  -5.339  -8.467
H  -4.209  -6.052  -8.935
H  -2.068  -7.415  -7.261
H  -2.631  -7.846  -8.872
H  -3.695  -8.065  -7.466
O  0.571  -3.616  4.910
P  -0.376  -2.593  4.311
O  0.707  -1.811  3.349
C  1.254  -2.508  2.233
C  0.204  -2.776  1.173
O  -0.363  -1.596  5.634
C  -0.473  -2.161  6.940
C  0.854  -2.030  7.659
O  -1.633  -1.679  3.664
C  -1.841  -0.284  3.885
C  -0.967  0.604  3.024
H  1.721  -3.440  2.564
H  2.041  -1.876  1.818
H  -0.568  -3.455  1.550
H  0.657  -3.227  0.288
H  -0.296  -1.852  0.878
H  -0.797  -3.204  6.894
H  -1.243  -1.603  7.479
H  1.663  -2.484  7.085
H  0.816  -2.503  8.643
H  1.115  -0.976  7.787
H  -1.770  -0.012  4.937
H  -2.884  -0.102  3.607
H  0.062  0.617  3.385
H  -1.336  1.632  3.049
H  -0.954  0.259  1.989
O  -3.708  -0.984  11.457
P  -4.655  0.032  10.848
O  -3.564  0.820  9.895
C  -3.002  0.122  8.789
C  -4.037  -0.153  7.715
O  -4.663  1.030  12.168
C  -4.784  0.465  13.474
C  -3.466  0.602  14.210
O  -5.909  0.938  10.184
C  -6.127  2.332  10.402
C  -5.246  3.224  9.553
H  -2.535  -0.807  9.128
H  -2.212  0.755  8.379
H  -4.812  -0.834  8.084
H  -3.571  -0.607  6.838
H  -4.537  0.768  7.411
H  -5.101  -0.580  13.425
H  -5.564  1.019  14.004
H  -2.648  0.152  13.647
H  -3.515  0.128  15.192
H  -3.213  1.657  14.342
H  -6.071  2.604  11.455
H  -7.167  2.509  10.111
H  -4.222  3.243  9.926
H  -5.621  4.250  9.572
H  -5.218  2.880  8.518

These are the Mulliken partial charges, in e, on atoms 1 to 8:
1. C -1.007
2. C -0.355
3. C -1.035
4. P 2.039
5. C 0.607
6. C -1.421
7. C -1.129
8. C -0.258